Entry 1:
ORCA calculation (ωB97M-V/def2-TZVPD) on a molecular structure, C4H4O3.

Computed properties:
Highest occupied orbital energy (eV): -9.1
ΔE to the lowest compared entry with this formula, charge and spin (eV): 4.806

Geometry as ORCA input:
```
! wB97M-V def2-TZVPD RIJCOSX def2/J DEFGRID3
* xyz 0 1
C -1.855 0.043 0.190
C -0.498 -0.405 -0.265
O -0.276 -1.242 -1.114
C 0.708 0.285 0.381
O 0.611 1.132 1.240
C 2.046 -0.250 -0.041
O 2.792 0.437 -0.844
H -1.947 -0.081 1.274
H -2.627 -0.528 -0.329
H -1.975 1.113 -0.014
H 3.184 -0.588 -0.408
*
```

Entry 2:
ORCA calculation (ωB97M-V/def2-TZVPD) on a gas-phase ion, C12H16F2N (charge +1).

Computed properties:
Highest occupied orbital energy (eV): -13.9
ΔE to the lowest compared entry with this formula, charge and spin (eV): 0.978

Geometry as ORCA input:
```
! wB97M-V def2-TZVPD RIJCOSX def2/J DEFGRID3
* xyz 1 1
C -0.714 0.787 -0.764
C -1.050 -1.588 0.877
C 0.219 -0.141 -0.667
C -2.085 -0.823 0.555
C 3.002 0.811 1.051
C 3.471 0.327 -0.405
C 1.666 0.071 1.354
C 2.644 -1.013 -0.542
C 0.056 -1.418 -0.137
C -2.093 0.337 -0.469
C -2.687 1.497 0.406
C -3.083 0.198 -1.680
N 1.379 -0.674 0.034
F -3.188 -1.169 1.240
F 0.247 -2.547 -0.890
H -0.514 1.730 -1.133
H -1.167 -2.337 1.617
H 3.549 0.375 1.810
H 2.939 1.856 1.283
H 3.097 0.922 -1.230
H 4.575 0.128 -0.387
H 1.706 -0.591 2.208
H 0.808 0.670 1.433
H 2.505 -1.282 -1.530
H 3.156 -1.848 0.050
H -1.919 1.868 1.050
H -3.408 0.988 1.167
H -3.127 2.305 -0.246
H -4.119 0.130 -1.383
H -2.928 -0.665 -2.366
H -2.933 1.095 -2.307
*
```

Entry 3:
ORCA calculation (ωB97M-V/def2-TZVPD) on a molecular structure, C36H35AlF5GeN3O3STe.

Computed properties:
Highest occupied orbital energy (eV): -8.8
ΔE to the lowest compared entry with this formula, charge and spin (eV): 3.683

Geometry as ORCA input:
```
! wB97M-V def2-TZVPD RIJCOSX def2/J DEFGRID3
* xyz 0 1
Al 1.216 -1.715 -0.589
N 1.389 -0.617 1.376
C 1.928 -1.454 2.393
C 1.202 -1.699 3.547
C 1.702 -2.555 4.516
C 2.930 -3.169 4.321
C 3.638 -2.934 3.152
C 3.154 -2.083 2.163
C 3.884 -1.908 0.879
C 5.275 -1.835 0.905
C 5.996 -1.781 -0.277
C 5.326 -1.821 -1.488
C 3.938 -1.892 -1.512
C 3.177 -1.909 -0.337
H 0.544 -0.142 1.683
H 2.057 0.076 1.053
H 0.248 -1.209 3.690
H 1.138 -2.730 5.421
H 3.336 -3.828 5.075
H 4.585 -3.431 2.989
H 5.794 -1.816 1.855
H 7.075 -1.711 -0.248
H 5.879 -1.795 -2.417
H 3.432 -1.921 -2.468
F -1.322 -1.604 -2.481
Te 0.164 -1.944 -3.626
F 1.749 -0.909 -3.911
F 1.179 -2.988 -4.825
F -0.916 -3.474 -3.856
F -0.692 -1.203 -5.082
O 1.013 -2.625 -2.123
S -0.422 -3.023 0.584
C 0.581 -4.329 0.986
N 0.327 -5.177 1.985
C 1.395 -6.148 2.174
C 2.323 -5.854 0.970
N 1.687 -4.697 0.358
H -0.425 -5.014 2.631
H 1.007 -7.166 2.157
H 1.905 -5.972 3.124
H 2.362 -6.685 0.264
H 3.337 -5.605 1.286
H 2.078 -4.182 -0.425
O -0.078 0.295 -3.118
C 0.357 0.700 -2.042
O 0.626 -0.057 -1.047
C 0.627 2.164 -1.883
C 0.112 2.761 -0.578
Ge -1.829 2.985 -0.466
C -2.421 4.234 -1.835
C -1.522 5.051 -2.515
C -1.960 5.963 -3.465
C -3.311 6.073 -3.746
C -4.223 5.271 -3.076
C -3.779 4.360 -2.130
C -2.218 3.744 1.289
C -1.755 3.137 2.457
C -2.045 3.664 3.706
C -2.808 4.818 3.808
C -3.266 5.441 2.659
C -2.970 4.909 1.412
C -2.730 1.277 -0.701
C -3.340 0.948 -1.909
C -3.999 -0.262 -2.070
C -4.056 -1.164 -1.022
C -3.445 -0.860 0.184
C -2.788 0.350 0.341
H 0.231 2.663 -2.767
H 1.720 2.255 -1.918
H 0.568 3.741 -0.427
H 0.433 2.143 0.264
H -0.460 4.985 -2.309
H -1.245 6.585 -3.986
H -3.655 6.781 -4.488
H -5.279 5.352 -3.293
H -4.503 3.736 -1.620
H -1.146 2.242 2.402
H -1.677 3.177 4.599
H -3.039 5.231 4.780
H -3.855 6.346 2.733
H -3.332 5.413 0.524
H -3.293 1.636 -2.744
H -4.450 -0.507 -3.021
H -4.555 -2.114 -1.153
H -3.479 -1.568 1.002
H -2.337 0.577 1.300
*
```